Record 1
Entry from the OMol25 dataset: a structure of composition C21H62N12O17PZn2 at a distorted geometry (ωB97M-V with the def2-TZVPD basis set).

- Kohn-Sham gap (alpha / beta) (hartree) = 0.066 / 0.305
- M (g/mol) = 916.55
- multiplicity = 2
- E_HOMO (alpha / beta) (eV) = -2.24 / -8.73
- strongest force on any atom (Eh/bohr) = 0.189

Each line ends with the Mulliken charge.
Positions of all 115 atoms, in Å:
Zn: -0.87262 -2.11780 -0.73803  0.48
Zn: 1.16034 2.22530 0.64854  -0.85
P: -0.01808 0.03039 0.06466  1.27
O: -1.41361 -0.27689 -0.41968  2.00
O: 0.63222 -1.41641 0.20450  -1.06
O: -0.07297 0.86366 1.32681  -0.66
O: 0.67153 1.07233 -0.83634  0.24
C: 3.95614 -2.21026 1.08249  0.52
O: 4.37648 -2.02005 -0.04506  -0.66
N: 4.71001 -2.63253 2.02836  -0.49
N: 2.74269 -2.00946 1.54399  0.52
H: 5.59327 -3.02166 1.73082  0.29
H: 4.29921 -3.13265 2.80375  0.18
H: 1.99885 -1.66018 0.95679  -0.46
H: 2.64284 -2.08836 2.54594  0.31
C: 2.51096 0.71324 -3.51406  0.26
O: 3.41936 0.60026 -4.36297  -0.83
N: 2.22007 -0.28674 -2.79114  0.38
N: 1.81289 1.72660 -3.22022  -0.05
H: 1.75130 0.08944 -1.97946  -0.44
H: 2.84005 -1.08355 -2.81973  0.23
H: 1.98101 2.56051 -3.76468  0.22
H: 1.11808 1.74721 -2.48748  -0.06
C: -3.88459 -2.74860 -1.86668  0.48
O: -2.79622 -2.67985 -1.37963  -0.56
N: -4.73794 -1.73192 -1.87828  -0.41
N: -4.45391 -3.82731 -2.25248  -0.47
H: -4.51915 -0.96589 -1.25745  0.20
H: -5.67954 -1.95932 -2.16428  0.16
H: -5.45806 -3.72380 -2.21967  0.20
H: -3.80067 -4.59358 -2.17375  0.26
C: -2.49195 0.75421 3.65788  0.59
O: -3.47152 0.53528 4.41558  -0.85
N: -1.28001 0.75159 4.03138  -0.02
N: -2.49769 0.60787 2.42055  0.26
H: -1.06302 0.79351 5.01690  0.21
H: -0.75612 0.92627 3.18573  -0.54
H: -1.69232 0.71734 1.82096  -0.22
H: -3.22567 0.05095 1.99630  0.20
C: -1.47556 -2.68102 2.28156  0.21
O: -1.44319 -2.95311 1.06166  -0.36
N: -0.55960 -2.14878 3.02980  -0.19
N: -2.46243 -2.85421 3.02989  -0.29
H: -0.67045 -1.97135 4.01789  0.24
H: 0.13447 -1.56422 2.58635  -0.12
H: -2.20411 -3.02951 3.99043  0.15
H: -3.30430 -3.15291 2.55855  0.27
C: -0.92159 -1.10176 -3.46076  -0.81
O: -0.38554 -2.03047 -2.56997  1.70
C: 0.25876 -3.06579 -3.20120  -1.48
C: 0.94997 -3.86479 -2.11471  -0.52
N: 0.14028 -4.14948 -0.97601  -0.50
C: 0.96784 -4.77961 0.07913  -0.12
C: 1.69395 -6.07905 -0.30687  -0.76
O: 3.05409 -5.81824 -0.64107  -0.28
C: 3.90609 -6.99050 -0.64675  -0.77
H: -0.20160 -0.32713 -3.72471  -0.11
H: -1.71227 -0.56318 -2.93840  -0.16
H: -1.30766 -1.51321 -4.39337  0.48
H: 1.01484 -2.75779 -3.92340  0.32
H: -0.57696 -3.57916 -3.67673  0.58
H: 1.72982 -3.16269 -1.81977  0.03
H: 1.42504 -4.75737 -2.52179  0.63
H: -0.42378 -4.90780 -1.33221  0.32
H: 0.35785 -4.89325 0.97529  0.38
H: 1.75165 -4.10519 0.42392  -0.30
H: 1.23709 -6.43621 -1.22981  0.30
H: 1.64808 -6.82987 0.48196  0.61
H: 4.28185 -7.28637 -1.62622  0.26
H: 3.51419 -7.85550 -0.11170  0.34
H: 4.78323 -6.52571 -0.19652  0.23
C: -3.01371 7.21209 0.92238  -0.90
O: -2.03723 6.19524 1.03924  -0.30
C: -2.51862 4.88456 0.56418  -1.03
C: -1.39953 3.77945 0.95962  0.42
N: -0.10210 3.77386 0.24243  -0.02
C: 0.53910 5.10367 0.41748  -0.40
C: 1.95938 5.10182 -0.26893  -0.54
O: 2.39640 3.83711 -0.60123  0.23
C: 3.62021 3.92146 -1.31256  -1.12
H: -2.88090 7.89649 0.08449  0.31
H: -2.93186 7.86548 1.79099  0.32
H: -4.03767 6.91014 1.14248  0.33
H: -2.66759 4.81525 -0.51337  0.27
H: -3.45963 4.66025 1.06647  0.69
H: -1.85092 2.81879 0.71170  -0.94
H: -1.19688 3.85397 2.02803  0.48
H: -0.52020 3.76145 -0.67689  0.42
H: 0.68001 5.20334 1.49373  0.38
H: 0.03044 5.97392 0.00272  0.44
H: 2.73272 5.55660 0.35011  0.01
H: 1.74835 5.66458 -1.17825  0.53
H: 3.95357 2.94726 -1.67021  0.31
H: 4.44527 4.42957 -0.81337  0.32
H: 3.55228 4.55958 -2.19364  0.34
C: 2.75364 2.44544 3.15484  -0.31
C: 2.92160 1.13440 2.37121  0.24
O: 2.97902 1.49252 0.96200  -0.33
O: 1.49381 3.01649 2.50874  -0.02
H: 3.55989 3.13705 2.91043  0.13
H: 2.64028 2.54013 4.23479  0.20
H: 2.08481 0.47139 2.59100  -0.34
H: 3.76378 0.49081 2.62539  0.53
H: 3.48691 0.90029 0.40262  0.21
H: 1.50217 3.91592 2.84422  -0.27
C: -4.33852 1.33241 -0.49631  -0.07
C: -3.50680 1.57492 -1.82671  -0.51
O: -2.09663 2.05518 -1.65392  -0.61
O: -4.10749 0.02663 -0.09625  -0.71
H: -5.41369 1.38629 -0.66724  0.45
H: -4.06989 2.07132 0.25864  0.06
H: -3.89118 2.51155 -2.23055  0.44
H: -3.45333 0.74341 -2.52945  0.28
H: -1.64469 1.27706 -1.31946  -0.73
H: -3.15635 -0.09354 -0.04643  -0.26

Record 2
Entry from the OMol25 dataset: a cluster of 7 separate species, C30H49N2O18 in total (ωB97M-V with the def2-TZVPD basis set).

- Kohn-Sham gap (hartree) = 0.343
- charge = +1
- M (g/mol) = 725.72
- E_HOMO (eV) = -12.13
- strongest force on any atom (Eh/bohr) = 0.008

Each line ends with the Mulliken charge.
Positions of all 99 atoms, in Å:
N: -0.89064 0.18941 -2.33788  0.06
C: -0.07523 -0.88357 -2.90279  -0.95
C: -0.40256 -2.22009 -2.24215  -0.72
C: -1.91328 -2.50574 -2.22997  0.59
C: -2.64533 -1.99808 -3.41114  -0.90
N: -3.71000 -1.36569 -3.10412  0.06
C: -3.87236 -1.12088 -1.65571  -0.57
C: -2.74582 -1.96742 -1.04113  -0.36
H: -0.95624 0.97315 -2.97257  0.22
H: -0.51515 0.52936 -1.45612  -0.10
H: 1.00677 -0.71614 -2.82136  0.38
H: -0.29832 -0.92699 -3.97385  0.54
H: 0.09082 -3.01727 -2.79166  0.37
H: -0.05894 -2.21281 -1.20572  0.26
H: -2.03689 -3.59418 -2.31338  0.63
H: -2.37221 -2.18766 -4.44453  0.69
H: -4.36417 -1.02067 -3.79576  0.30
H: -3.70003 -0.05767 -1.48753  0.22
H: -4.88660 -1.35779 -1.33970  0.33
H: -3.12837 -2.79730 -0.45100  0.47
H: -2.14574 -1.30999 -0.41741  -0.30
C: -4.51961 1.33534 1.74330  -1.58
C: -3.09115 1.73706 1.96737  0.97
C: -2.77248 3.21363 1.85565  -0.48
O: -1.40409 3.19507 1.40740  -0.37
C: -1.19026 2.04095 0.76396  0.35
O: -0.19856 1.79413 0.13751  -0.62
O: -2.23067 1.20045 0.91433  -0.02
H: -4.90003 1.74823 0.80686  0.35
H: -4.61099 0.24986 1.71462  0.35
H: -5.12707 1.70463 2.56916  0.34
H: -2.71793 1.34672 2.91316  -0.03
H: -2.84137 3.75084 2.79564  0.29
H: -3.37424 3.69978 1.08363  0.36
C: 3.40137 -2.39091 -7.17834  -1.53
C: 2.52629 -2.41981 -5.95885  0.53
C: 2.69051 -3.60784 -5.02088  -0.46
O: 1.36492 -3.74735 -4.48175  -0.34
C: 0.49058 -3.20137 -5.34965  0.66
O: -0.69936 -3.27648 -5.21714  -0.59
O: 1.12532 -2.55372 -6.32597  -0.34
H: 3.32751 -3.32859 -7.72941  0.36
H: 3.10909 -1.57469 -7.83604  0.37
H: 4.43778 -2.23475 -6.87854  0.40
H: 2.60382 -1.48712 -5.39300  0.26
H: 3.39694 -3.44809 -4.21241  0.32
H: 2.93538 -4.52415 -5.56125  0.30
C: -7.24991 1.19033 7.20627  -1.43
C: -5.82127 1.65396 7.21202  0.51
C: -5.59028 3.14800 7.35813  -0.52
O: -4.36081 3.33752 6.63879  -0.30
C: -4.25250 2.35291 5.73212  0.60
O: -3.42529 2.31657 4.86871  -0.52
O: -5.19561 1.41520 5.92382  -0.32
H: -7.83600 1.75024 6.47715  0.34
H: -7.30569 0.13124 6.96145  0.36
H: -7.68411 1.33600 8.19564  0.39
H: -5.22865 1.10931 7.95151  0.28
H: -5.46391 3.49347 8.37917  0.30
H: -6.37306 3.72338 6.85861  0.29
C: 0.00357 0.58703 3.83057  -1.44
C: 1.20589 -0.27207 3.55891  0.63
C: 1.23782 -0.96343 2.20911  0.00
O: 1.94710 -2.17354 2.50290  -0.34
C: 1.78395 -2.45399 3.81858  0.54
O: 2.10838 -3.47658 4.32989  -0.56
O: 1.20989 -1.40951 4.45037  -0.41
H: -0.90840 0.01678 3.64247  0.25
H: -0.01561 0.92259 4.86589  0.50
H: 0.01876 1.46952 3.18894  0.27
H: 2.14160 0.27053 3.71752  0.27
H: 1.75376 -0.40973 1.43088  0.20
H: 0.22691 -1.23247 1.88549  0.08
C: 3.11194 3.73778 -1.28943  -1.29
C: 2.87042 4.14117 -2.71418  0.50
C: 1.53958 3.69580 -3.28860  0.00
O: 1.82938 3.52268 -4.67522  -0.37
C: 3.16213 3.25948 -4.79147  0.63
O: 3.68346 2.88481 -5.78979  -0.54
O: 3.77943 3.46799 -3.61186  -0.37
H: 2.97120 2.66356 -1.16875  0.25
H: 4.12715 3.97535 -0.97677  0.36
H: 2.41345 4.26018 -0.63451  0.39
H: 3.00107 5.21628 -2.86750  0.22
H: 0.73252 4.41409 -3.16985  0.34
H: 1.25735 2.72724 -2.86565  -0.08
C: 7.19015 -2.91976 0.26860  -1.45
C: 6.33620 -1.90456 0.97405  0.50
C: 4.91738 -2.32596 1.31286  -0.57
O: 4.21707 -1.07571 1.26993  -0.06
C: 4.89438 -0.23435 0.45420  0.50
O: 4.47674 0.82266 0.09826  -0.55
O: 6.08079 -0.76642 0.11399  -0.36
H: 6.67768 -3.30927 -0.61162  0.34
H: 8.13123 -2.47294 -0.04665  0.37
H: 7.41058 -3.74570 0.94534  0.38
H: 6.83592 -1.52004 1.86726  0.29
H: 4.78451 -2.78072 2.28954  0.36
H: 4.50526 -2.98069 0.54047  0.22

Record 3
Entry from the OMol25 dataset: a cluster of 2 separate species, C2H2BrN3 in total at a distorted geometry (ωB97M-V with the def2-TZVPD basis set).

- structure (SMILES) = N#CN=C=N.Br
- Kohn-Sham gap (hartree) = 0.377
- M (g/mol) = 147.96
- energy relative to the best compared isomer or geometry (same formula, charge and spin) (kcal per mole) = 29.5
- E_HOMO (eV) = -10.08
- strongest force on any atom (Eh/bohr) = 0.074

Each line ends with the Mulliken charge.
Positions of all 8 atoms, in Å:
N: -1.32422 1.40061 -0.26316  -0.41
C: -0.24607 1.01044 -0.20089  0.42
N: 0.94019 0.54531 -0.12391  -0.33
C: 1.64720 -0.34713 0.25276  0.39
N: 2.66429 -0.90595 0.56667  -0.31
H: 3.23946 -1.67642 0.62395  0.25
Br: -3.49028 -0.71513 -0.35385  -0.26
H: -3.43057 0.68827 -0.50157  0.26

Record 4
Entry from the OMol25 dataset: a structure of composition C12H14MoN2O2 at a distorted geometry (ωB97M-V with the def2-TZVPD basis set).

- Kohn-Sham gap (alpha / beta) (hartree) = 0.234 / 0.273
- M (g/mol) = 314.20
- multiplicity = 3
- E_HOMO (alpha / beta) (eV) = -7.21 / -7.77
- strongest force on any atom (Eh/bohr) = 0.090

Each line ends with the Mulliken charge.
Positions of all 31 atoms, in Å:
C: 1.33836 1.59161 -2.14542  -0.50
C: 2.06250 1.66639 -0.90279  -0.39
C: 1.22630 2.32171 0.06401  -0.34
C: -0.01952 2.64562 -0.57552  -0.74
C: 0.03550 2.16882 -1.93396  -0.09
Mo: 0.26767 0.41136 -0.55168  0.14
C: 1.76943 -1.13475 0.02359  -0.70
C: 1.38132 -1.82142 -1.26491  0.83
C: 2.04838 -2.90934 -1.77881  -1.04
N: 0.35724 -1.18664 -1.81395  -0.18
H: 1.52314 2.59848 1.06972  0.36
H: 3.08914 1.34589 -0.74138  0.52
H: -0.81736 3.24129 -0.14521  0.47
H: -0.74387 2.26522 -2.68241  0.42
H: 1.72207 1.20740 -3.08822  0.46
H: 2.83685 -0.93455 0.12530  0.39
H: -0.17168 -1.57655 -2.59174  0.13
H: 1.32304 -1.62758 0.89839  0.22
H: 2.86535 -3.29888 -1.18856  0.29
H: 1.74471 -3.31166 -2.73882  0.28
O: -0.11083 1.13027 2.77200  -0.60
C: -1.01419 0.49060 2.26021  0.21
C: -2.22492 -0.12761 2.96753  -0.38
C: -3.00494 -0.86298 1.89347  -0.42
C: -2.18797 -0.70524 0.61118  0.19
O: -2.37695 -1.24168 -0.47051  -0.60
N: -1.11728 0.16434 0.89521  0.03
H: -1.86870 -0.81536 3.74445  0.26
H: -2.81137 0.66978 3.43838  0.26
H: -3.11943 -1.93166 2.11613  0.27
H: -4.00200 -0.43288 1.73432  0.26